The following is a quantum chemistry calculation of a cluster of 10 separate species, C29H78O10 in total in a non-equilibrium geometry, from the OMol25 dataset.

Summary:
Net charge   0
HOMO energy   -0.3450 hartree
Electronic energy   -1904.10478 a.u.
SMILES   CC(C)O.CC(C)O.CC(C)O.CC(C)O.CC(C)O.CC(C)O.CC(C)O.CC(C)O.CC(C)O.CCO

Geometry (Å):
1 C -0.293 -1.931 4.616
2 C 0.024 -1.790 3.136
3 C 1.209 -2.626 2.699
4 O -1.088 -2.325 2.391
5 H 0.402 -1.383 5.250
6 H -0.343 -2.989 4.879
7 H -1.313 -1.565 4.772
8 H 0.183 -0.745 2.854
9 H 1.029 -3.685 2.919
10 H 2.144 -2.396 3.216
11 H 1.357 -2.571 1.618
12 H -1.877 -1.764 2.509
13 C -3.350 3.784 0.058
14 C -3.740 2.750 1.087
15 C -4.867 3.227 1.983
16 O -4.117 1.511 0.442
17 H -3.131 4.719 0.595
18 H -4.147 4.018 -0.648
19 H -2.411 3.550 -0.441
20 H -2.873 2.506 1.704
21 H -4.518 3.936 2.736
22 H -5.311 2.391 2.524
23 H -5.642 3.713 1.382
24 H -4.897 1.680 -0.098
25 C -0.191 0.586 0.479
26 C 0.259 -0.292 -0.683
27 C -0.887 -0.602 -1.616
28 O 1.217 0.450 -1.435
29 H -0.987 0.090 1.040
30 H -0.575 1.515 0.063
31 H 0.627 0.775 1.180
32 H 0.687 -1.228 -0.306
33 H -1.735 -1.027 -1.078
34 H -0.539 -1.405 -2.276
35 H -1.177 0.241 -2.239
36 H 2.008 0.517 -0.859
37 C 2.115 3.777 -0.876
38 C 1.448 4.932 -0.158
39 C 1.255 4.662 1.327
40 O 2.201 6.147 -0.334
41 H 2.900 3.318 -0.270
42 H 2.398 4.057 -1.887
43 H 1.376 2.975 -1.020
44 H 0.484 5.167 -0.608
45 H 2.228 4.399 1.760
46 H 0.587 3.809 1.468
47 H 0.896 5.554 1.837
48 H 3.032 6.044 0.144
49 C -4.376 -2.135 1.114
50 C -4.485 -1.308 2.375
51 C -4.446 -2.165 3.627
52 O -3.434 -0.323 2.421
53 H -5.170 -2.883 1.035
54 H -3.438 -2.704 1.122
55 H -4.365 -1.529 0.205
56 H -5.448 -0.774 2.360
57 H -4.914 -1.717 4.501
58 H -3.431 -2.489 3.878
59 H -4.974 -3.105 3.430
60 H -3.599 0.238 1.634
61 C 4.106 -1.684 -1.104
62 C 4.283 -0.922 0.190
63 C 5.751 -0.634 0.442
64 O 3.547 0.304 0.056
65 H 4.492 -1.091 -1.937
66 H 3.046 -1.872 -1.272
67 H 4.690 -2.603 -1.095
68 H 3.873 -1.522 1.014
69 H 6.261 -1.589 0.609
70 H 5.914 0.003 1.313
71 H 6.214 -0.157 -0.422
72 H 3.686 0.859 0.844
73 C 3.446 1.854 -5.803
74 C 3.251 1.289 -4.421
75 C 4.365 1.658 -3.449
76 O 2.006 1.798 -3.933
77 H 4.295 1.411 -6.327
78 H 3.628 2.933 -5.758
79 H 2.562 1.699 -6.423
80 H 3.135 0.195 -4.458
81 H 4.363 2.737 -3.285
82 H 5.353 1.330 -3.788
83 H 4.213 1.175 -2.479
84 H 1.795 1.330 -3.110
85 C -3.049 -2.833 -3.880
86 C -3.775 -2.281 -5.090
87 C -3.241 -2.917 -6.374
88 O -5.180 -2.438 -5.004
89 H -2.014 -3.094 -4.109
90 H -3.530 -3.731 -3.480
91 H -3.017 -2.127 -3.048
92 H -3.539 -1.221 -5.205
93 H -3.472 -3.989 -6.370
94 H -2.152 -2.843 -6.388
95 H -3.640 -2.426 -7.257
96 H -5.378 -3.367 -5.163
97 C 3.970 2.963 4.436
98 C 4.079 1.722 3.571
99 C 2.826 0.879 3.654
100 O 4.165 2.149 2.172
101 H 3.778 2.766 5.490
102 H 3.165 3.613 4.083
103 H 4.878 3.571 4.336
104 H 4.980 1.157 3.824
105 H 1.939 1.519 3.646
106 H 2.796 0.263 4.552
107 H 2.716 0.240 2.774
108 H 4.953 2.702 2.094
109 C -1.922 -4.152 -0.630
110 C -2.791 -5.331 -0.249
111 O -2.016 -6.439 0.242
112 H -2.547 -3.297 -0.905
113 H -1.254 -4.374 -1.462
114 H -1.330 -3.794 0.219
115 H -3.359 -5.655 -1.121
116 H -3.497 -5.040 0.539
117 H -1.795 -6.279 1.163



The following is a quantum chemistry calculation of a structure of composition C17H32Cl2O2P2Pb in a non-equilibrium geometry, from the OMol25 dataset.

Summary:
Net charge   +2
HOMO energy   -0.5078 hartree
Electronic energy   -2612.63487 a.u.

Geometry (Å):
1 P 1.427 2.022 -1.815
2 P -0.655 -1.523 -1.408
3 C 1.324 0.210 -2.243
4 C -0.151 -0.114 -2.390
5 H 1.797 -0.381 -1.445
6 H 1.860 -0.037 -3.170
7 H -0.798 0.735 -2.104
8 H -0.394 -0.328 -3.435
9 C -0.185 -2.915 -2.498
10 H -0.712 -3.842 -2.226
11 H 0.897 -3.109 -2.479
12 H -0.473 -2.633 -3.541
13 C -2.440 -1.462 -1.305
14 H -2.877 -2.232 -1.954
15 H -2.790 -0.472 -1.620
16 H -2.774 -1.624 -0.268
17 C 3.259 1.847 -1.318
18 H 3.456 2.589 -0.522
19 H 3.931 2.056 -2.171
20 H 3.495 0.839 -0.926
21 C 1.848 2.654 -3.520
22 H 1.082 2.358 -4.255
23 H 2.830 2.287 -3.857
24 H 1.881 3.752 -3.462
25 Pb -2.150 2.387 -0.610
26 C 0.261 -1.998 0.297
27 C 1.606 -2.491 0.560
28 C 2.269 -2.404 1.864
29 C 1.438 -2.001 3.162
30 C 1.545 -0.581 3.557
31 C 1.357 0.460 2.701
32 C 1.078 0.213 1.267
33 C -0.064 -0.767 1.085
34 C -1.525 3.688 1.179
35 H -0.382 -2.862 0.485
36 H 2.078 -3.205 -0.116
37 H 3.156 -1.772 1.836
38 H 2.668 -3.410 2.086
39 H 0.426 -2.389 3.050
40 H 1.858 -2.616 3.984
41 H 1.640 -0.409 4.668
42 H 1.525 1.487 3.016
43 H 1.965 -0.086 0.690
44 H 0.767 1.186 0.830
45 H -0.456 -1.115 2.038
46 H -0.924 -0.247 0.677
47 H -2.151 4.591 1.325
48 H -0.493 3.971 0.904
49 H -1.537 3.061 2.079
50 Cl -4.814 2.930 1.302
51 C -4.974 1.168 1.681
52 Cl -5.917 0.307 0.462
53 C -3.554 0.534 1.761
54 O -3.265 -0.114 2.748
55 O -2.797 0.761 0.717
56 H -5.474 1.043 2.647



The following is a quantum chemistry calculation of a cluster of 2 separate species, C3H10S3 in total in a non-equilibrium geometry, from the OMol25 dataset.

Summary:
Net charge   0
HOMO energy   -0.3138 hartree
Electronic energy   -1314.77574 a.u.
SMILES   CCS.CSS

Geometry (Å):
1 C 1.670 1.275 -1.027
2 C 1.661 -0.358 -1.061
3 S 3.305 -1.185 -1.292
4 H 2.373 1.576 -1.811
5 H 0.652 1.622 -1.185
6 H 2.156 1.590 -0.005
7 H 0.822 -0.619 -1.729
8 H 1.332 -0.796 -0.074
9 H 3.593 -1.051 -2.639
10 C -2.317 -0.214 2.763
11 S -1.645 -0.070 0.948
12 S -2.489 -0.738 -0.935
13 H -2.575 -1.195 2.785
14 H -1.537 0.252 3.246
15 H -3.181 0.483 2.842
16 H -3.819 -0.572 -0.827



The following is a quantum chemistry calculation of a structure of composition C4H8O3, from the OMol25 dataset.

Summary:
Net charge   0
HOMO energy   -0.3532 hartree
Electronic energy   -382.90065 a.u.

Geometry (Å):
1 O -0.535 0.396 -0.638
2 C -1.950 0.039 -0.611
3 C -1.592 -1.365 -0.115
4 C -0.170 -0.848 -0.238
5 O 0.937 -1.272 -0.076
6 C 1.928 1.287 1.498
7 O 2.859 0.757 0.588
8 H 0.989 1.590 1.010
9 H -2.370 0.102 -1.616
10 H -2.497 0.681 0.082
11 H -1.830 -2.203 -0.772
12 H -1.879 -1.598 0.913
13 H 2.377 2.177 1.948
14 H 1.682 0.583 2.310
15 H 2.431 -0.008 0.176



The following is a quantum chemistry calculation of the molecule CH5NP2 in a non-equilibrium geometry, from the OMol25 dataset.

Summary:
Net charge   0
HOMO energy   -0.3110 hartree
Electronic energy   -778.48920 a.u.
SMILES   [H]/P=N/PC

Geometry (Å):
1 H -1.044 -2.193 -2.626
2 P -0.251 -2.403 -1.200
3 N -0.492 -1.017 -0.595
4 P 0.289 -0.462 0.938
5 C 0.492 1.300 0.494
6 H -0.866 -0.349 1.672
7 H 1.037 1.669 1.313
8 H -0.341 2.023 0.395
9 H 1.176 1.432 -0.392



The following is a quantum chemistry calculation of the molecule CHF2NO in a non-equilibrium geometry, from the OMol25 dataset.

Summary:
Net charge   0
HOMO energy   -0.3778 hartree
Electronic energy   -368.32888 a.u.
SMILES   FC1(F)NO1

Geometry (Å):
1 F 0.900 -1.124 -0.494
2 C 0.250 0.014 -0.403
3 F 0.546 0.807 -1.390
4 N -0.285 0.505 0.769
5 O -1.285 -0.128 -0.078
6 H -0.125 -0.074 1.597



The following is a quantum chemistry calculation of a cluster of 9 separate species, C28H64N8O10 in total in a non-equilibrium geometry, from the OMol25 dataset.

Summary:
Net charge   0
HOMO energy   -0.3331 hartree
Electronic energy   -2295.68387 a.u.
SMILES   CCOC(C)=O.CN(C)C=O.CN(C)C=O.CN(C)C=O.CN(C)C=O.CN(C)C=O.CN(C)C=O.CN(C)C=O.CN(C)C=O

Geometry (Å):
1 C 21.076 15.309 10.832
2 C 19.828 15.105 9.981
3 O 19.870 13.714 9.530
4 C 19.566 13.513 8.193
5 C 19.624 12.034 7.910
6 O 19.221 14.295 7.410
7 H 21.920 15.334 10.248
8 H 21.267 14.551 11.513
9 H 21.022 16.327 11.276
10 H 18.997 15.229 10.686
11 H 19.751 15.777 9.118
12 H 20.449 11.485 8.364
13 H 19.783 11.888 6.836
14 H 18.705 11.580 8.269
15 C 13.783 10.602 13.096
16 N 13.250 9.431 12.429
17 C 11.853 9.111 12.588
18 C 14.023 8.553 11.838
19 O 13.607 7.532 11.349
20 H 14.816 10.808 12.945
21 H 13.681 10.544 14.192
22 H 13.162 11.485 12.704
23 H 11.439 10.053 12.945
24 H 11.409 8.705 11.664
25 H 11.677 8.357 13.326
26 H 15.096 8.772 11.895
27 C 13.510 7.976 7.223
28 N 12.580 9.032 7.493
29 C 11.540 9.184 6.484
30 C 12.674 9.853 8.520
31 O 12.122 10.903 8.657
32 H 14.308 7.960 7.968
33 H 14.041 8.017 6.254
34 H 13.048 6.978 7.299
35 H 11.139 8.249 6.128
36 H 10.789 9.889 6.846
37 H 11.954 9.637 5.569
38 H 13.419 9.508 9.253
39 C 9.553 13.617 9.025
40 N 9.750 13.746 10.422
41 C 10.766 12.955 11.046
42 C 8.875 14.445 11.193
43 O 8.898 14.473 12.412
44 H 9.373 12.564 8.633
45 H 10.492 13.990 8.579
46 H 8.665 14.186 8.728
47 H 10.286 12.024 11.394
48 H 11.599 12.726 10.398
49 H 11.221 13.391 11.963
50 H 8.207 15.130 10.542
51 C 17.792 17.282 12.646
52 N 17.277 16.100 13.383
53 C 15.903 16.065 13.991
54 C 18.182 15.136 13.748
55 O 19.391 15.180 13.514
56 H 18.390 17.955 13.299
57 H 16.942 17.879 12.235
58 H 18.350 16.902 11.805
59 H 15.929 15.330 14.817
60 H 15.695 17.022 14.431
61 H 15.148 15.837 13.296
62 H 17.700 14.259 14.184
63 C 19.904 10.363 11.477
64 N 19.240 11.016 12.632
65 C 19.832 12.285 13.124
66 C 17.954 10.678 12.874
67 O 17.227 11.333 13.566
68 H 19.905 11.031 10.594
69 H 19.471 9.418 11.112
70 H 20.976 10.056 11.709
71 H 19.608 13.172 12.542
72 H 19.495 12.519 14.171
73 H 20.926 12.201 13.182
74 H 17.602 9.738 12.471
75 C 11.527 17.257 8.579
76 N 12.536 17.029 9.615
77 C 12.190 16.122 10.725
78 C 13.729 17.569 9.565
79 O 14.652 17.377 10.394
80 H 12.034 17.532 7.672
81 H 10.691 17.855 8.888
82 H 11.061 16.330 8.483
83 H 12.418 15.057 10.565
84 H 12.742 16.331 11.642
85 H 11.136 16.111 10.925
86 H 13.924 18.157 8.697
87 C 15.688 14.020 5.608
88 N 14.237 14.092 5.781
89 C 13.379 13.871 4.626
90 C 13.726 14.511 6.945
91 O 12.538 14.731 7.102
92 H 16.068 14.881 5.064
93 H 16.041 13.168 5.000
94 H 16.181 13.953 6.623
95 H 13.869 14.347 3.749
96 H 13.393 12.806 4.375
97 H 12.435 14.257 4.918
98 H 14.544 14.530 7.744
99 C 16.860 13.614 10.601
100 N 15.801 12.830 10.120
101 C 14.433 13.249 10.327
102 C 16.002 11.652 9.457
103 O 17.059 10.960 9.476
104 H 17.761 13.334 10.173
105 H 17.120 13.425 11.638
106 H 16.559 14.664 10.428
107 H 13.984 12.936 11.284
108 H 14.405 14.337 10.304
109 H 13.766 12.867 9.589
110 H 15.112 11.281 8.961



The following is a quantum chemistry calculation of a cluster of 3 separate species, C29H59FN6O4S in total in a non-equilibrium geometry, from the OMol25 dataset.

Summary:
Spin multiplicity   3
Net charge   0
HOMO energy (alpha / beta)   -0.2910 / -0.3316 hartree
Electronic energy   -2267.81264 a.u.

Geometry (Å):
1 C 2.575 1.572 0.009
2 C 3.246 0.724 -1.047
3 F 3.968 -0.307 -0.422
4 O 2.388 0.165 -2.003
5 C 1.112 -0.287 -1.680
6 O 0.149 0.402 -1.987
7 N 1.032 -1.617 -1.229
8 C -0.054 -2.349 -1.890
9 C 0.283 -3.841 -2.128
10 C 1.747 -4.213 -1.930
11 S 1.917 -6.006 -2.236
12 C 1.023 -1.785 0.239
13 C -0.101 -1.089 1.008
14 C -1.326 -1.961 1.319
15 C -2.588 -1.155 1.616
16 N -3.545 -1.172 0.496
17 C -3.061 -0.396 -0.618
18 N -2.525 0.750 -0.444
19 N -3.308 -1.024 -1.842
20 H 1.855 2.247 -0.461
21 H 3.343 2.176 0.499
22 H 2.093 0.967 0.778
23 H 3.976 1.303 -1.617
24 H -0.989 -2.256 -1.332
25 H -0.228 -1.880 -2.860
26 H -0.357 -4.488 -1.521
27 H 0.033 -4.069 -3.170
28 H 2.107 -4.007 -0.926
29 H 2.382 -3.676 -2.633
30 H 2.982 -6.207 -1.462
31 H 0.952 -2.864 0.416
32 H 1.987 -1.492 0.643
33 H 0.331 -0.782 1.961
34 H -0.429 -0.173 0.509
35 H -1.513 -2.687 0.524
36 H -1.105 -2.550 2.216
37 H -3.111 -1.567 2.483
38 H -2.314 -0.123 1.864
39 H -4.405 -0.739 0.812
40 H -2.207 1.155 -1.321
41 H -2.549 -0.868 -2.494
42 H -3.452 -2.014 -1.705
43 C -4.525 6.322 -3.732
44 C -5.748 5.411 -3.566
45 C -6.192 5.346 -2.102
46 C -5.248 4.528 -1.222
47 C -5.064 3.122 -1.791
48 C -4.593 3.121 -3.247
49 N -5.482 4.020 -4.056
50 O -6.552 3.427 -4.462
51 C -3.116 3.544 -3.331
52 C -4.695 1.720 -3.830
53 C -6.860 6.006 -4.418
54 H -4.755 7.301 -3.310
55 H -3.629 5.965 -3.238
56 H -4.295 6.455 -4.790
57 H -7.190 4.900 -2.060
58 H -6.285 6.367 -1.726
59 H -4.285 5.035 -1.124
60 H -5.659 4.459 -0.213
61 H -4.344 2.556 -1.195
62 H -6.018 2.589 -1.730
63 H -2.853 3.839 -4.347
64 H -2.486 2.697 -3.058
65 H -2.852 4.352 -2.654
66 H -5.693 1.303 -3.729
67 H -4.008 1.064 -3.299
68 H -4.429 1.715 -4.888
69 H -6.604 5.965 -5.477
70 H -6.988 7.052 -4.133
71 H -7.805 5.490 -4.276
72 C 4.957 -3.125 5.954
73 C 4.165 -3.046 4.644
74 C 4.678 -4.066 3.624
75 C 6.034 -3.694 3.028
76 C 5.985 -2.296 2.413
77 C 5.508 -1.223 3.394
78 N 4.229 -1.679 4.034
79 O 3.193 -1.414 3.321
80 C 6.603 -0.919 4.430
81 C 5.209 0.067 2.643
82 C 2.712 -3.345 4.986
83 H 4.926 -4.151 6.323
84 H 6.002 -2.851 5.864
85 H 4.505 -2.480 6.708
86 H 3.946 -4.148 2.814
87 H 4.723 -5.043 4.109
88 H 6.814 -3.755 3.792
89 H 6.304 -4.419 2.258
90 H 6.967 -2.003 2.038
91 H 5.308 -2.312 1.553
92 H 6.189 -0.397 5.293
93 H 7.349 -0.271 3.972
94 H 7.133 -1.802 4.779
95 H 4.509 -0.107 1.836
96 H 6.134 0.449 2.210
97 H 4.795 0.827 3.307
98 H 2.295 -2.569 5.628
99 H 2.674 -4.295 5.520
100 H 2.091 -3.423 4.097



What is the formula in the seventh record? C28H64N8O10



The lowest electronic energy belongs to which entry? C17H32Cl2O2P2Pb



Which of these has the highest electronic energy? CHF2NO